DFT (the ωB97M-V functional and the def2-TZVPD basis) results for one molecule with the formula C4H8O2.

Positions of all 14 atoms, in Å:
C (1.099, 1.191, -1.614)
C (-0.166, 0.575, -1.053)
O (0.186, -0.171, 0.113)
C (-0.818, -0.808, 0.729)
C (-0.354, -1.251, 2.089)
O (-1.941, -0.882, 0.295)
H (1.573, 1.866, -0.893)
H (1.824, 0.422, -1.895)
H (0.848, 1.770, -2.508)
H (-0.893, 1.340, -0.759)
H (-0.649, -0.099, -1.764)
H (0.641, -1.694, 2.042)
H (-1.066, -1.928, 2.556)
H (-0.284, -0.329, 2.662)

charge: 0
SMILES string: CCOC(C)=O
Kohn-Sham gap: 11.343 eV
largest force on an atom: 0.48 eV/Å
energy above the lowest of the compared OMol25 structures with the same formula, charge and spin: 6.3 kcal per mole